Molecular formula: C2H9ClSi2
Method: DFT, the ωB97M-V functional and the def2-TZVPD basis

Output
* highest occupied orbital energy: -9.01 eV
* F_max: 2.469 eV/A
* LUMO level: -0.9 eV
* HOMO-LUMO gap: 8.113 eV

Geometry as ORCA input:
```
! wB97M-V def2-TZVPD RIJCOSX def2/J DEFGRID3
* xyz 0 1
H 0.764 -2.454 -0.344
H -0.060 0.618 1.265
Cl -3.361 1.877 -0.018
H 2.391 1.855 -0.127
H 2.430 0.779 -1.396
Si 1.014 -0.127 0.544
H -0.814 -1.849 0.103
H 1.905 -0.784 1.614
C 1.796 1.188 -0.653
C 0.111 -1.546 -0.379
H -3.299 -0.682 0.632
Si -3.993 0.478 1.341
H 1.072 1.712 -1.259
H 0.045 -1.065 -1.323
*
```


Molecular formula: C6H11NO
Method: DFT, the ωB97M-V functional and the def2-TZVPD basis

Output
* highest occupied orbital energy: -7.89 eV
* F_max: 1.977 eV/A
* LUMO level: 0.9 eV
* HOMO-LUMO gap: 8.781 eV

Geometry as ORCA input:
```
! wB97M-V def2-TZVPD RIJCOSX def2/J DEFGRID3
* xyz 0 1
H 1.362 -0.419 -1.694
C -0.347 -1.163 0.665
C -0.697 2.467 -0.171
H -0.851 2.483 -1.247
H -2.039 -0.227 -0.495
H 1.337 1.462 1.262
H -1.473 2.835 0.492
H -0.268 -3.171 -0.194
H -0.664 -3.140 1.528
C -0.783 -2.607 0.575
N 0.754 0.736 0.870
H 1.632 -0.119 -3.171
C -0.396 1.035 0.221
C 0.830 -0.634 1.119
H 1.661 -0.980 1.706
H 0.259 2.997 -0.188
H -1.858 -2.591 0.492
C -1.090 -0.134 0.010
O 1.276 0.272 -2.368
*
```


Molecular formula: C32H32AsBrF6InN5O2Sb
Method: DFT, the ωB97M-V functional and the def2-TZVPD basis

Output
* highest occupied orbital energy (spin up / spin down): -13.33 / -13.33 eV
* F_max: 0.553 eV/A
* LUMO level (spin up / spin down): -5.5 / -9.2 eV
* HOMO-LUMO gap (spin up / spin down): 7.798 / 4.134 eV

Geometry as ORCA input:
```
! wB97M-V def2-TZVPD RIJCOSX def2/J DEFGRID3
* xyz 2 2
C -0.552 -5.227 1.535
H -2.751 -1.225 1.885
C -2.223 2.650 0.411
C -4.558 3.215 0.302
C -1.161 1.639 0.341
F 5.001 -2.149 -1.387
H -2.676 5.959 0.992
H -1.397 -5.754 1.117
C -2.908 4.927 0.774
H 4.013 -0.778 1.658
F 3.226 -3.416 0.063
H -0.379 2.485 -3.595
H -1.576 1.753 -2.490
C -0.415 1.230 -6.846
C -1.606 0.055 3.196
N 2.594 -3.048 2.998
C 0.860 1.091 -7.439
F 3.135 -1.278 -3.042
H 2.855 0.288 -7.266
C 0.294 -5.901 2.432
C 0.787 -3.294 1.737
H 2.402 0.965 4.098
C -0.322 -3.916 1.175
H 2.041 -5.811 3.687
Br -5.594 5.822 0.692
H -0.962 -3.399 0.470
H 3.656 -0.564 3.371
C -1.622 0.844 4.345
C -3.898 0.358 4.688
H -2.768 1.625 6.011
C 0.390 0.850 3.437
H 3.202 0.948 -2.650
N -0.317 0.078 2.656
H -4.813 0.458 5.255
O 0.056 1.942 0.569
H 3.397 -3.235 3.577
C -2.764 1.015 5.119
H 0.715 -1.552 -3.481
O -1.444 0.428 0.053
H -4.806 -0.945 3.242
H 2.253 2.017 -3.725
In 0.604 -0.232 0.542
F 2.912 -3.850 -2.606
H -0.873 4.259 0.845
C -3.552 2.272 0.220
H 0.078 -6.930 2.683
C 0.373 -0.042 -4.945
C -1.906 3.978 0.692
H -3.789 1.236 0.021
H -1.625 0.779 -5.153
C -3.893 -0.444 3.534
C 0.128 -0.659 -3.661
C 1.391 -5.287 2.999
H 2.434 -0.711 -5.041
C 2.358 -1.910 2.333
H 2.405 2.410 -2.006
H -5.592 2.935 0.160
C 3.206 -0.676 2.382
H 2.956 1.155 1.501
C 1.662 -0.161 -5.560
Sb 3.158 -2.382 -1.494
H 1.043 1.531 -8.411
F 1.228 -2.246 -1.381
C 2.335 1.592 -2.726
As 0.710 0.662 -2.223
C -0.549 2.097 -2.592
H 1.903 2.282 3.045
N 1.286 -2.003 1.582
H -1.195 1.758 -7.376
C 1.891 0.391 -6.788
H 0.008 1.954 5.191
H -0.369 2.900 -1.880
N -0.327 1.335 4.471
C -4.228 4.537 0.578
C -0.652 0.688 -5.618
C 1.825 1.204 3.200
F 2.963 -0.691 -0.488
C 1.617 -3.967 2.630
H -0.926 -0.807 -3.427
N 2.391 0.503 2.030
C -2.755 -0.610 2.774
*
```


Which molar mass belongs to each record? In order, 124.72; 113.16; 1024.03 g/mol.
Which total energy belongs to each record? In order, -1120.7305; -365.2014; -7501.9820 Ha.
Which energy relative to the best compared isomer or geometry (same formula, charge and spin) belongs to each record? In order, 150.2; 79.0; 78.8 kJ/mol.